Entry from the Open Molecules 2025 dataset: a 2-piece molecular cluster, C3H13N2PS overall (ωB97M-V/def2-TZVPD).

XYZ file:
```
20
C3H13N2PS ωB97M-V/def2-TZVPD
C 0.1690 -0.4617 -1.8359
C -1.0895 -0.6599 0.5932
C 0.1597 2.0602 1.1502
N 1.4778 -0.4270 -2.6435
N -1.0765 -1.3183 1.9213
P 0.6461 -0.3818 0.0537
S 0.1267 1.7071 2.8604
H -0.4155 -1.3058 -2.0926
H -0.5773 0.3828 -2.2416
H -1.6666 -1.3197 -0.0588
H -1.6037 0.2617 0.4885
H -0.8982 2.2848 0.9024
H 0.9700 2.7109 0.8611
H 1.8590 0.5531 -2.4174
H 1.2605 -0.5416 -3.7245
H 2.0505 -1.1818 -2.1826
H -0.6902 -0.6808 2.6456
H -1.9951 -1.3672 2.2855
H -0.7554 -2.2009 1.8448
H 1.3611 2.1809 3.3345
```

Total charge = +2
Calculated total energy = -26406.038 eV
Energy relative to the best compared isomer or geometry (same formula, charge and spin) = 3.138 eV

---

Entry from the Open Molecules 2025 dataset: C18H25LuN3PS3 as an isolated structure (ωB97M-V/def2-TZVPD).

XYZ file:
```
51
C18H25LuN3PS3 ωB97M-V/def2-TZVPD
Lu 1.1601 -1.0209 -0.7612
S 1.8319 -1.0114 1.7436
C 3.1312 -2.0836 1.2621
S 3.3497 -2.3732 -0.4472
C 3.9222 -2.6840 2.2017
C 4.9763 -3.5702 1.8383
N 5.8310 -4.2904 1.5634
C 3.7222 -2.4542 3.5930
N 3.5630 -2.2789 4.7197
S 0.1924 -1.4320 -3.2112
C -0.3853 -2.8472 -2.3825
C -0.9712 -3.9230 -3.0600
C -1.3766 -5.0264 -2.3440
C -1.1958 -5.0558 -0.9597
C -0.6170 -3.9687 -0.3554
N -0.2287 -2.8788 -1.0358
H -1.0774 -3.8617 -4.1332
H -1.8258 -5.8690 -2.8537
H -1.4927 -5.9121 -0.3724
H -0.4442 -3.9393 0.7138
C -1.8973 3.6093 -0.7234
C -1.6906 2.1234 -1.0053
C -1.5136 1.8746 -2.5064
P -0.3369 1.2794 -0.0440
C -1.0901 0.9100 1.6225
C -1.9862 1.9902 2.2227
C -1.8779 -0.4022 1.4925
C 1.1073 2.4143 0.2848
C 0.8866 3.7356 1.0152
C 1.8708 2.6232 -1.0295
H -2.8371 3.9265 -1.1798
H -1.0990 4.2045 -1.1676
H -1.9490 3.8271 0.3418
H -2.5837 1.5788 -0.6794
H -0.6395 2.4040 -2.8922
H -2.3886 2.2410 -3.0477
H -1.3922 0.8170 -2.7307
H -0.2365 0.7426 2.2851
H -2.8634 2.1715 1.5993
H -1.4638 2.9339 2.3705
H -2.3383 1.6532 3.1996
H -2.7142 -0.2867 0.7975
H -2.2837 -0.7000 2.4606
H -1.2459 -1.2181 1.1407
H 1.7209 1.7790 0.9344
H 0.3427 4.4566 0.4082
H 1.8601 4.1679 1.2561
H 0.3556 3.5894 1.9543
H 1.2976 3.2332 -1.7297
H 2.1014 1.6739 -1.5289
H 2.8192 3.1274 -0.8408
```

Total charge = 0
Calculated total energy = -98959.980 eV

---

Entry from the Open Molecules 2025 dataset: one molecule with the formula C3H6N2S2 (ωB97M-V/def2-TZVPD).

XYZ file:
```
13
C3H6N2S2 ωB97M-V/def2-TZVPD
H 2.8205 -1.8221 0.9883
N 2.4997 -1.4055 0.0224
C 1.2346 -0.9114 -0.1234
N 1.0486 0.0208 -1.2584
S -0.4696 0.8661 -1.7481
C -1.0498 1.2360 -0.0336
C -1.3790 0.0858 0.8284
S -0.1494 -1.1748 0.9893
H 1.5400 -0.2626 -2.1906
H -2.0455 1.4230 -0.2626
H -0.4545 2.1072 0.4065
H -1.3328 0.3111 2.0335
H -2.2628 -0.4737 0.3483
```

Total charge = 0
Calculated total energy = -27855.936 eV
Energy relative to the best compared isomer or geometry (same formula, charge and spin) = 3.161 eV
SMILES string = [H]/N=C1/NSCCS1

---

Entry from the Open Molecules 2025 dataset: one molecule with the formula C21H31N3O (ωB97M-V/def2-TZVPD).

XYZ file:
```
56
C21H31N3O ωB97M-V/def2-TZVPD
C -5.9131 -0.0523 -1.0592
C -5.3728 -0.8161 0.1456
C -6.5144 -1.4661 0.9223
C -4.5745 0.1239 1.0629
C -3.3597 0.6586 0.3880
C -2.1827 -0.0414 0.0535
C -1.3778 0.8831 -0.5733
C -0.0165 0.7840 -1.1699
N 0.7891 1.9334 -0.7808
C 1.0506 2.0170 0.6463
C 1.9944 0.9235 1.1569
C 3.3319 0.8823 0.4035
C 4.2943 1.9756 0.9267
O 3.8688 3.3072 0.7958
C 4.0636 -0.4591 0.7033
C 3.3074 -1.6932 0.3058
C 2.4247 -2.3041 1.1907
C 1.6931 -3.4153 0.8103
C 1.8395 -3.9429 -0.4611
C 2.7394 -3.3655 -1.3400
C 3.4688 -2.2535 -0.9571
C 3.0900 1.0027 -1.1116
C 2.0343 2.0476 -1.5091
N -2.0794 2.0381 -0.5877
N -3.2711 1.9181 -0.0045
H -5.1016 0.4256 -1.6019
H -6.4367 -0.7240 -1.7363
H -6.6053 0.7213 -0.7342
H -4.6978 -1.6025 -0.2117
H -7.0807 -2.1357 0.2785
H -6.1327 -2.0410 1.7634
H -7.1913 -0.7053 1.3055
H -4.2737 -0.4234 1.9602
H -5.2040 0.9638 1.3596
H -1.9608 -1.0711 0.2476
H -0.1009 0.8053 -2.2637
H 0.4198 -0.1879 -0.8903
H 0.0990 1.9486 1.1784
H 1.4843 3.0002 0.8420
H 2.1789 1.0844 2.2202
H 1.4926 -0.0387 1.0450
H 5.2725 1.8441 0.4394
H 4.4344 1.8320 2.0021
H 3.8961 3.5523 -0.1347
H 5.0222 -0.4445 0.1788
H 4.2663 -0.4956 1.7759
H 2.3175 -1.9128 2.1925
H 1.0087 -3.8721 1.5103
H 1.2660 -4.8075 -0.7605
H 2.8764 -3.7835 -2.3268
H 4.1834 -1.8232 -1.6450
H 2.7426 0.0349 -1.4782
H 4.0313 1.2290 -1.6201
H 1.8243 1.9494 -2.5788
H 2.4003 3.0646 -1.3406
H -1.7589 2.9277 -0.9342
```

Total charge = 0
Calculated total energy = -28798.095 eV
Energy relative to the best compared isomer or geometry (same formula, charge and spin) = 1.526 eV
SMILES string = CC(C)Cc1cc(CN2CCC(CO)(Cc3ccccc3)CC2)[nH]n1

---

Entry from the Open Molecules 2025 dataset: a 2-piece molecular cluster, C5H3NO2 overall (ωB97M-V/def2-TZVPD).

XYZ file:
```
11
C5H3NO2 ωB97M-V/def2-TZVPD
C -0.6072 2.4615 1.5965
C -0.4148 2.3323 0.3966
C -1.1019 -0.4636 -0.0609
C -0.4278 2.1772 -0.8785
C 0.9908 -1.7622 0.2982
N 0.0349 -0.8455 -0.0486
O -2.0280 0.1488 -0.3941
O -0.4491 2.0821 -2.0230
H 0.7561 -2.7712 -0.1253
H 1.9451 -1.3792 -0.1000
H 1.3019 -1.9802 1.3391
```

Total charge = 0
Calculated total energy = -10813.686 eV
Energy relative to the best compared isomer or geometry (same formula, charge and spin) = 3.728 eV

---

Entry from the Open Molecules 2025 dataset: one molecule with the formula C6H7BrN4 (ωB97M-V/def2-TZVPD).

XYZ file:
```
18
C6H7BrN4 ωB97M-V/def2-TZVPD
H -2.8151 1.0087 0.5037
N -2.3926 0.1835 0.9191
C -1.3020 -0.2009 0.4485
C -0.6062 -1.3920 1.0298
C 0.8743 -1.1832 1.1075
N 1.5358 -0.2513 0.5762
C 0.9123 0.7432 -0.1823
N 1.7538 1.2247 -1.1529
Br 0.5496 2.3110 1.3345
C -0.5099 0.4402 -0.6901
C -0.4207 -0.5004 -1.7798
N -0.3692 -1.2784 -2.6158
H -0.7826 -2.2647 0.3901
H -1.0187 -1.6179 2.0144
H 1.4445 -1.9063 1.6776
H 1.4256 2.0145 -1.6884
H 2.7138 1.3105 -0.8512
H -0.9927 1.3589 -1.0411
```

Total charge = 0
Calculated total energy = -82337.582 eV
Energy relative to the best compared isomer or geometry (same formula, charge and spin) = 0.000 eV
SMILES string = [H]/N=C1/CC=N[C@](N)(Br)[C@H]1C#N

---

Entry from the Open Molecules 2025 dataset: an isolated ion of composition C25H38FN4O2 and charge +1 (ωB97M-V/def2-TZVPD).

XYZ file:
```
70
C25H38FN4O2 ωB97M-V/def2-TZVPD
C -2.3496 2.1833 5.1697
C -3.3867 1.2672 4.5305
C -4.5122 2.0318 3.8336
C -4.0448 2.8473 2.6227
N -3.3374 2.0341 1.6502
C -4.1404 1.1880 0.7977
C -4.7302 1.9520 -0.3967
C -3.6835 2.4175 -1.4085
C -3.1192 1.2752 -2.2462
C -2.0083 2.1883 1.5435
O -1.3815 3.0812 2.0982
C -1.2287 1.2057 0.7129
C -0.3308 1.7187 -0.1612
N 0.5618 0.9941 -0.8829
C 1.4090 1.6202 -1.8913
C 1.0472 3.0550 -2.2454
C 0.6627 -0.3564 -0.6479
C 1.6509 -1.1456 -1.2596
C 1.7391 -2.5146 -1.0484
N 2.6922 -3.3207 -1.6865
C 3.4380 -2.8521 -2.8185
C 4.7975 -2.2593 -2.4048
N 5.5699 -3.2853 -1.6600
C 6.9127 -2.8112 -1.2863
C 4.7865 -3.7415 -0.4822
C 3.4367 -4.3080 -0.9479
C 0.7865 -3.0984 -0.1966
F 0.7920 -4.4409 -0.0113
C -0.1491 -2.3459 0.4584
C -0.2233 -0.9690 0.2568
C -1.2419 -0.2148 1.0110
O -1.9886 -0.7630 1.8074
H -1.6308 1.5954 5.7362
H -2.8272 2.8864 5.8495
H -1.8052 2.7436 4.4146
H -3.8338 0.6393 5.3049
H -2.8993 0.6043 3.8124
H -5.2786 1.3192 3.5199
H -4.9760 2.7245 4.5388
H -4.9089 3.3157 2.1431
H -3.3575 3.6308 2.9445
H -3.5512 0.3465 0.4419
H -4.9570 0.7829 1.3987
H -5.2734 2.8229 -0.0260
H -5.4504 1.3007 -0.8949
H -4.1461 3.1445 -2.0794
H -2.8765 2.9280 -0.8781
H -2.6266 0.5312 -1.6241
H -2.3948 1.6522 -2.9658
H -3.9177 0.7831 -2.7967
H -0.3100 2.7863 -0.3021
H 2.4491 1.5960 -1.5414
H 1.3322 1.0160 -2.8028
H 1.6723 3.3681 -3.0784
H 1.2312 3.7355 -1.4187
H 0.0082 3.1329 -2.5545
H 2.3662 -0.6702 -1.9083
H 2.8602 -2.1133 -3.3719
H 3.6118 -3.7027 -3.4909
H 5.3642 -1.9460 -3.2831
H 4.6561 -1.4018 -1.7438
H 5.6735 -4.0973 -2.2823
H 7.4630 -3.6005 -0.7771
H 7.4687 -2.5107 -2.1727
H 6.8282 -1.9565 -0.6171
H 4.6279 -2.8844 0.1760
H 5.3527 -4.5030 0.0556
H 2.8826 -4.6455 -0.0756
H 3.6042 -5.1811 -1.5904
H -0.8579 -2.8056 1.1299
```

Total charge = +1
Calculated total energy = -39309.260 eV
Energy relative to the best compared isomer or geometry (same formula, charge and spin) = 0.064 eV
SMILES string = CCCCN(CCCC)C(=O)c1cn(CC)c2cc(N3CC[NH+](C)CC3)c(F)cc2c1=O

---

Entry from the Open Molecules 2025 dataset: a 2-piece molecular cluster, C5H10NO2 overall (ωB97M-V/def2-TZVPD).

XYZ file:
```
18
C5H10NO2 ωB97M-V/def2-TZVPD
C -0.0789 0.6927 -0.0489
C 0.8440 -0.2092 -0.1690
C -2.6743 -0.2122 0.0209
C 2.4314 -0.0429 -0.2041
C -2.3790 -1.4708 0.4940
N 0.2979 2.1286 0.0974
O -3.0626 0.7825 -0.3629
O 0.5019 -1.5158 -0.2202
H 2.7959 -0.8991 -0.7275
H 2.6830 -0.1454 0.7829
H 2.8781 0.8431 -0.6565
H -2.5465 -1.6635 1.4862
H -1.3125 -1.4340 0.3351
H -2.7123 -2.3732 -0.1236
H 0.1695 2.6390 1.0089
H -0.2169 2.6530 -0.6772
H 1.3126 2.2299 -0.2286
H 1.0688 -2.0026 -0.8070
```

Total charge = +1
Calculated total energy = -10920.959 eV
Energy relative to the best compared isomer or geometry (same formula, charge and spin) = 5.093 eV

---

Entry from the Open Molecules 2025 dataset: C26H27Br3FeN6O7 as an isolated structure (ωB97M-V/def2-TZVPD).

XYZ file:
```
70
C26H27Br3FeN6O7 ωB97M-V/def2-TZVPD
Fe -0.5598 0.3535 0.8279
N -1.4988 -0.5359 2.3816
C -2.6508 -1.3423 1.9508
C -3.2848 -0.6603 0.7359
O -4.3420 -1.0439 0.2365
N -2.5204 0.3706 0.4252
C -2.6959 1.2700 -0.6662
C -1.1854 2.8234 0.7289
O -1.1751 4.0306 0.7387
O -0.8506 2.0245 1.6875
H -1.7832 0.3165 2.8591
H -0.8716 -1.0079 3.0256
H -2.3024 -2.3336 1.6599
H -3.3985 -1.4609 2.7376
H -2.5741 0.7397 -1.6229
H -4.7277 1.4930 -1.2164
C -4.4309 2.7400 0.4890
C -3.9334 2.1412 -0.8243
C -3.6956 3.2115 -1.8658
C -2.6530 3.5561 -2.6366
C -1.2863 3.0110 -2.7128
C -0.4470 3.1232 -3.8357
Br -1.0085 4.0726 -5.3912
C 0.7973 2.5286 -3.8612
C 1.2484 1.7678 -2.7882
Br 2.9069 0.8541 -2.9211
C 0.4723 1.5953 -1.6337
O 0.7508 0.8046 -0.6511
C -0.7581 2.3098 -1.6470
N -1.5013 2.0754 -0.4975
H -5.3194 3.3510 0.3147
H -3.6758 3.3781 0.9485
H -4.6968 1.9432 1.1845
H -4.5830 3.8211 -2.0269
H -2.8397 4.3654 -3.3335
H 1.4204 2.6266 -4.7395
C -0.4128 -1.4055 -2.7732
N 0.3738 -2.3227 -1.9659
C 1.3843 -3.0860 -2.6706
C 1.7518 -4.3171 -1.8709
C 2.1735 -3.8822 -0.4853
N 1.1549 -3.0422 0.1156
C 1.1978 -2.9353 1.5596
C 0.3265 -2.2376 -0.6115
O -0.4808 -1.4707 -0.0640
H -0.8752 -1.9618 -3.5915
H 0.2121 -0.6120 -3.1836
H -1.1861 -0.9556 -2.1605
H 2.2690 -2.4635 -2.8556
H 0.9762 -3.3612 -3.6451
H 2.5586 -4.8657 -2.3577
H 0.8836 -4.9763 -1.8000
H 3.1282 -3.3420 -0.5259
H 2.3218 -4.7472 0.1658
H 0.9462 -3.8953 2.0187
H 0.5047 -2.1724 1.8810
H 2.1988 -2.6398 1.8876
Br 5.6959 0.3595 6.2928
C 4.8833 0.2814 4.5780
C 5.6827 0.2958 3.4461
N 5.1806 0.2501 2.2175
C 3.8555 0.1919 2.0860
C 2.9842 0.1554 3.1707
C 3.5109 0.2037 4.4517
C 1.4847 0.0277 2.9786
O 0.7730 -0.1517 3.9698
O 1.1405 0.0682 1.7558
H 6.7616 0.3461 3.5417
H 3.4494 0.1773 1.0813
H 2.8441 0.1733 5.3026
```

2S+1 = 2
Total charge = -1
Calculated total energy = -295193.370 eV
Energy relative to the best compared isomer or geometry (same formula, charge and spin) = 1.389 eV

---

Entry from the Open Molecules 2025 dataset: C16H22F6N2O3PSTe4Ti as an isolated structure (ωB97M-V/def2-TZVPD).

XYZ file:
```
56
C16H22F6N2O3PSTe4Ti ωB97M-V/def2-TZVPD
Ti 1.4242 -2.3047 -0.9254
C -2.2550 -2.0291 -1.4183
O -1.3960 -2.2831 -0.3125
C -2.1424 -2.2760 0.8966
C -1.2689 -2.5138 2.1018
O -0.3657 -1.4341 2.2245
C 0.3101 -1.3716 3.4660
C 1.2346 -0.1797 3.4408
O 2.1685 -0.3525 2.3998
C 3.0540 0.7379 2.2758
H -3.0590 -2.7699 -1.4511
H -2.6988 -1.0300 -1.3358
H -1.6707 -2.0950 -2.3278
H -2.6446 -1.3046 1.0048
H -2.9171 -3.0514 0.8554
H -1.9162 -2.5732 2.9865
H -0.7233 -3.4546 2.0038
H -0.4123 -1.2588 4.2843
H 0.8860 -2.2875 3.6432
H 0.6502 0.7385 3.2809
H 1.7475 -0.0921 4.4072
H 3.6283 0.8900 3.1960
H 3.7382 0.5053 1.4621
H 2.5096 1.6620 2.0420
Te 4.0921 -2.1104 -0.7407
Te 4.4431 -4.4053 3.0505
Te 2.7875 -3.1203 1.4580
Te 1.1528 -4.8223 0.0889
F 0.4530 -2.5266 -2.6484
P 1.0356 -3.0528 -4.3518
F 2.0150 -4.0578 -3.6012
F 0.0071 -1.9434 -4.8434
F 2.1568 -1.9095 -4.1796
F 1.4982 -3.4541 -5.7958
F -0.1360 -4.1123 -4.2562
S 0.0252 4.1986 -1.8140
C 0.2944 2.4913 -1.4614
C 1.1445 1.7839 -2.3108
C 1.4059 0.4597 -2.0451
N 0.8746 -0.1927 -0.9967
C 0.0555 0.4821 -0.1837
C -0.2562 1.8126 -0.3755
C -1.2888 4.6397 -0.6976
C -1.0355 5.4679 0.3819
C -2.0980 5.8138 1.2083
N -3.3427 5.3869 1.0245
C -3.5711 4.5956 -0.0227
C -2.5878 4.2004 -0.9153
H 1.5895 2.2537 -3.1773
H 2.0504 -0.1097 -2.6991
H -0.3376 -0.0699 0.6570
H -0.9163 2.3029 0.3227
H -0.0369 5.8325 0.5809
H -1.9334 6.4617 2.0613
H -4.5943 4.2651 -0.1600
H -2.8278 3.5665 -1.7585
```

2S+1 = 2
Total charge = 0
Calculated total energy = -114794.597 eV
Energy relative to the best compared isomer or geometry (same formula, charge and spin) = 1.644 eV

---

Entry from the Open Molecules 2025 dataset: C7H8N as an isolated structure (ωB97M-V/def2-TZVPD).

XYZ file:
```
16
C7H8N ωB97M-V/def2-TZVPD
C 2.2956 -1.3397 0.2495
C 2.0851 0.9513 -0.1128
C -0.6103 1.4343 0.0916
C 0.2137 -0.5419 -0.1382
C 0.7585 0.7618 -0.0825
C -1.0615 -0.0997 -0.0022
C -2.3760 -0.7076 -0.0179
N 2.6676 -0.2443 0.0401
H 2.6277 -2.2836 0.4542
H 2.7352 1.7889 -0.3625
H -0.6418 2.0706 1.1185
H -1.1349 1.9712 -0.7016
H 0.6855 -1.4596 -0.3877
H -2.6916 -0.8044 0.9039
H -2.4735 -1.5433 -0.6517
H -3.0794 0.0461 -0.4005
```

Total charge = +1
Calculated total energy = -8866.039 eV
Energy relative to the best compared isomer or geometry (same formula, charge and spin) = 2.433 eV

---

Entry from the Open Molecules 2025 dataset: one molecule with the formula C24H33N3O4 (ωB97M-V/def2-TZVPD).

XYZ file:
```
64
C24H33N3O4 ωB97M-V/def2-TZVPD
C -2.8296 -2.8498 3.8989
C -3.1283 -2.4365 2.6829
C -2.7880 -1.0695 2.1633
N -1.8846 -1.1417 1.0325
C -0.5574 -0.9134 1.1319
O 0.0361 -0.5447 2.1255
C 0.0497 -1.1231 -0.2413
C 1.2235 -2.1021 -0.3520
C 2.4971 -1.4085 -0.8094
O 3.0759 -1.6515 -1.8473
N 2.8875 -0.4796 0.0831
C 3.9792 0.4435 -0.1335
C 4.8007 0.6203 1.1453
C 4.0652 1.7004 1.9586
C 3.0620 2.3606 0.9945
C 3.4502 1.8575 -0.3968
C 0.6038 -3.1686 -1.3183
C 1.3279 -4.4898 -1.3668
C 0.3339 -2.4837 -2.6487
C -0.7389 -1.7232 -2.4689
C -1.0690 -1.8953 -1.0048
O -0.7150 -3.2478 -0.7667
C -2.3543 -1.4908 -0.2964
C -3.0117 -0.3075 -1.0330
O -3.8546 -0.4738 -1.8856
N -2.5310 0.8909 -0.6617
C -2.8924 2.1436 -1.2913
C -1.6813 2.7505 -2.0258
C -1.1008 3.8300 -1.0932
C -1.8963 3.7279 0.2122
C -3.2532 3.1862 -0.2308
H -3.0806 -3.8389 4.2414
H -2.3226 -2.2119 4.6041
H -3.6289 -3.0904 1.9823
H -3.6975 -0.5464 1.8454
H -2.2819 -0.4895 2.9397
H 0.2817 -0.1567 -0.6985
H 1.4058 -2.5899 0.6108
H 2.3297 -0.3360 0.9131
H 4.5583 0.0467 -0.9703
H 4.8929 -0.3176 1.6903
H 5.8025 0.9575 0.8808
H 4.7718 2.4319 2.3484
H 3.5446 1.2626 2.8094
H 2.0457 2.0458 1.2367
H 3.0937 3.4474 1.0546
H 4.2517 2.4672 -0.8138
H 2.6166 1.8581 -1.0983
H 1.3776 -4.9267 -0.3726
H 2.3335 -4.3221 -1.7426
H 0.8018 -5.1748 -2.0261
H 0.9502 -2.6120 -3.5143
H -1.2517 -1.0628 -3.1388
H -3.0564 -2.3279 -0.2701
H -1.8352 0.9420 0.0659
H -3.7190 1.9133 -1.9665
H -0.9523 1.9719 -2.2512
H -1.9975 3.1857 -2.9720
H -1.2416 4.8168 -1.5336
H -0.0334 3.6929 -0.9251
H -1.9787 4.6880 0.7184
H -1.4165 3.0294 0.9008
H -3.8298 2.7553 0.5863
H -3.8407 3.9805 -0.6909
```

Total charge = 0
Calculated total energy = -38084.821 eV
Energy relative to the best compared isomer or geometry (same formula, charge and spin) = 0.848 eV
SMILES string = C=CCN1C(=O)[C@H]2[C@H](C(=O)NC3CCCC3)[C@]3(C)C=C[C@]2(O3)[C@@H]1C(=O)NC1CCCC1